DFT (ωB97M-V/def2-TZVPD) results for a structure of composition C6H2Cl4CrO4.

```
17
Properties=species:S:1:pos:R:3:forces:R:3
C 6.52809 5.14035 11.09616 -1.75 0.50 -1.94
Cr 7.00165 4.54365 6.06568 -1.77 -1.44 2.47
Cl 7.74702 3.44484 4.39628 0.96 -1.40 -1.81
Cl 3.52798 5.77466 4.43611 1.93 3.20 -0.02
Cl 2.44046 3.93578 4.39831 -2.09 -3.31 -0.18
C 5.02936 5.14595 10.74899 -0.69 -1.39 -3.24
C 5.65367 4.88845 8.34217 -0.32 -1.25 0.46
O 5.37670 4.69990 7.04146 1.38 0.27 1.64
O 4.11464 5.09246 11.56854 0.40 0.49 0.91
H 3.68877 5.21561 9.04818 -0.80 -0.24 -0.28
C 4.70086 5.02239 9.30893 0.78 0.98 1.03
O 7.91247 4.60023 7.82841 0.39 -1.11 -0.87
O 6.74306 5.27000 12.25901 1.62 0.37 4.47
C 7.49381 5.09237 10.07284 0.71 -0.64 0.11
H 8.57333 5.19055 10.32101 -0.90 -0.23 -0.18
Cl 7.55508 6.48330 5.67515 1.01 3.56 -0.98
C 7.09311 4.75268 8.81019 -0.86 1.60 -1.58
```
Positions in Å, forces in eV/Å.

Results
**Multiplicity**: 4
**Net charge**: -3
**LUMO (spin up / spin down)**: 6.95 / 7.03 eV
**⟨S²⟩**: 4.160
**Maximum force**: 4.77 eV/A
**E**: -3415.9517 hartree

Atom charges from the natural (NBO) analysis, given in e for atoms 1 to 5:
1. C 0.40
2. Cr 1.18
3. Cl -0.59
4. Cl -0.55
5. Cl -0.78

---

DFT (ωB97M-V/def2-TZVPD) results for an isolated molecule of C4H3N3O.

```
11
Properties=species:S:1:pos:R:3:forces:R:3
C -1.18372 -1.23950 0.68214 0.73 -0.10 0.44
C -0.42724 0.60863 -0.25060 -2.57 -0.01 -2.88
H -0.27794 1.98267 -1.91804 -0.55 1.10 -0.93
N 1.57337 1.50466 -0.95214 -3.02 -2.26 2.19
C 0.16224 1.49262 -1.11304 2.09 0.92 -0.72
H 1.11674 -1.74620 1.26370 -3.47 1.01 -0.13
N 0.57619 0.08159 0.32486 2.85 -3.36 3.07
C 0.11729 -1.14023 0.93739 5.23 -0.65 0.61
H -1.90198 -1.86594 1.17137 -0.31 -0.28 -0.48
O -1.59458 -0.24081 -0.15387 1.48 2.50 0.35
N 1.83961 0.56252 0.00823 -2.46 1.14 -1.51
```
Positions in Å, forces in eV/Å.

Results
**LUMO**: 0.70 eV
**SMILES**: c1cn2nncc2o1
**Maximum force**: 5.37 eV/A
**Energy above the lowest of the compared OMol25 structures with the same formula, charge and spin**: 316.8 kJ/mol
**E**: -393.5987 hartree

Atom charges from the natural (NBO) analysis, given in e for atoms 1 to 5:
1. C 0.09
2. C 0.38
3. H 0.22
4. N -0.19
5. C -0.18

---

DFT (ωB97M-V/def2-TZVPD) results for an isolated molecule of C10H18Si.

```
29
Properties=species:S:1:pos:R:3:forces:R:3
H 3.19467 -0.95877 1.23164 -0.08 0.01 -0.19
C 0.05254 -0.34731 1.63410 -0.54 0.79 -0.53
Si 1.64910 -0.12110 -0.65865 -1.25 -2.20 2.23
H 3.78384 0.46729 0.32626 0.11 0.05 0.35
H -1.56854 -1.65947 2.22006 0.26 0.58 -0.38
H 0.69301 -0.47196 2.45745 1.09 -0.09 0.61
H 1.42151 2.14245 1.85980 0.01 -1.30 -1.16
H -1.05188 2.45391 -1.08199 -0.19 1.30 -0.12
H -0.77359 1.24030 -2.32688 -1.16 0.19 1.55
H -2.45765 1.48812 -1.66563 -0.49 0.30 -0.20
H 2.03319 0.94735 -1.51424 -0.05 0.65 -1.29
C -1.15143 -0.87936 1.55579 -1.71 -1.64 -0.13
H 1.62257 -2.31504 -2.18594 -0.16 1.27 0.56
H -3.13567 -1.84043 -0.49786 -0.37 0.32 0.38
C -1.15534 0.63301 -0.21098 0.79 -2.27 1.36
C -1.42270 1.50626 -1.39015 1.78 -1.41 -0.98
C -3.21611 -0.86137 0.00931 -2.01 0.62 0.21
C 3.24948 -0.48064 0.25168 -0.53 1.16 0.52
H 1.00100 2.76127 0.26423 -0.80 -0.89 0.64
C 1.05981 -1.85907 -1.30813 0.72 -0.39 -1.78
C 0.18210 0.62487 0.53351 1.97 1.17 -0.86
C -1.88461 -0.37252 0.39273 0.88 1.32 0.02
H -3.64823 -0.11808 -0.70619 0.12 -0.80 0.35
H 0.06091 -1.75747 -1.72132 -0.40 -0.08 0.16
H 3.83003 -1.06257 -0.41928 0.62 -0.85 -0.58
C 0.64552 2.01836 1.04430 0.04 1.99 1.44
H -3.96899 -0.88364 0.90350 1.44 -0.30 -1.52
H 1.10137 -2.78883 -0.71593 -0.24 0.96 0.84
H -0.14589 2.49445 1.71880 0.17 -0.42 -1.53
```
Positions in Å, forces in eV/Å.

Results
**LUMO**: 0.93 eV
**SMILES**: CC1=C(C)[C@](C)([SiH](C)C)C=C1
**Maximum force**: 3.38 eV/A
**Energy above the lowest of the compared OMol25 structures with the same formula, charge and spin**: 143.9 kJ/mol
**E**: -681.2685 hartree

Atom charges from the natural (NBO) analysis, given in e for atoms 1 to 5:
1. H 0.24
2. C -0.22
3. Si 1.40
4. H 0.23
5. H 0.21

---

DFT (ωB97M-V/def2-TZVPD) results for a structure of composition C25H33B3F3N3O5.

```
72
Properties=species:S:1:pos:R:3:forces:R:3
H -2.39340 3.64502 -4.84329 0.29 -0.24 -0.38
C -2.96462 -1.57678 -1.71681 -0.01 -0.09 0.94
H -2.88180 5.85609 -3.96462 0.17 0.06 -0.01
C 10.27115 -2.61226 5.32504 -0.05 0.04 -0.14
C 10.81745 -3.21586 6.44714 -0.01 0.02 0.01
H -3.67795 -0.00805 -0.48913 -0.24 0.26 -0.04
C -8.38802 -0.32151 -3.41270 0.93 -0.45 0.15
C -3.54455 4.52472 -6.41368 0.67 -1.58 1.30
H -3.98112 -1.73017 -2.06010 -0.09 0.04 -0.51
O -6.85595 1.36257 -2.64010 -0.64 0.38 0.54
N -0.31169 -1.78671 0.81217 0.11 -0.06 0.14
C -2.79138 -0.19412 -1.08751 0.37 -0.18 -0.27
C -3.63756 5.07751 -3.91757 -0.37 -0.59 0.09
N 4.08896 -3.31472 2.50755 0.09 0.10 0.02
C 0.93866 -3.51514 1.91194 -0.17 -0.08 -0.04
C 5.90362 -1.20686 2.64559 0.05 0.09 -0.01
H 11.05070 -3.03911 8.57543 0.00 0.00 -0.01
H -1.94916 -0.25077 -3.83719 -0.10 -0.33 0.02
B -3.31521 2.25718 -1.75031 1.26 -0.62 0.85
H 8.84965 0.02590 6.54682 0.01 0.00 0.06
H 5.24599 -4.26502 3.90555 0.05 0.03 0.02
C -3.40153 4.00375 -4.99951 0.31 0.53 0.83
H -2.82318 -2.30561 -0.92119 0.04 -0.18 0.09
C 10.63892 -2.60099 7.67500 0.04 -0.04 0.08
H -9.45452 -0.15438 -3.46219 -0.19 0.16 0.08
C 4.81115 -1.14237 1.79626 0.03 -0.03 0.03
C 9.92479 -1.41592 7.73100 0.01 -0.01 -0.01
C 5.14694 -3.35905 3.31675 -0.09 -0.09 -0.02
C -7.63167 0.95602 -3.66010 -0.46 -1.61 1.09
H -3.58092 0.52464 -3.88310 -0.06 -0.46 -0.17
H 1.18180 -3.31845 4.03556 0.03 0.01 -0.02
H -2.12995 1.44692 -4.12064 0.09 0.13 -0.22
H 0.50068 -3.37783 -0.19147 0.02 -0.05 0.03
H -8.09173 -0.81925 -2.49599 -0.16 0.12 0.24
H 6.91887 -2.42595 4.10089 0.00 0.01 -0.01
C 0.04360 -1.70797 3.18255 0.02 -0.03 -0.02
C 6.07828 -2.33792 3.42499 0.03 -0.02 0.03
H -0.11589 -1.18703 4.11692 -0.02 0.02 -0.02
H -8.11105 -0.97778 -4.22938 -0.16 -0.19 -0.23
C 0.76238 -2.89008 3.13437 -0.01 -0.03 0.11
B -5.40420 3.13602 -1.79032 -0.51 0.08 1.41
C -6.78288 2.78562 -2.48244 1.30 0.38 0.31
H -1.43670 1.26428 -1.87937 0.21 0.03 -0.06
N 9.57996 -1.47355 5.35840 0.00 -0.08 0.11
H -6.79250 3.32498 -3.43012 -0.16 -0.23 -0.25
O -7.71228 1.50456 -4.69730 -0.07 1.64 -1.89
H -1.96857 -0.25465 -0.37341 0.02 -0.04 -0.06
H 10.38922 -3.05706 4.34266 0.03 -0.05 0.03
C -0.47116 -1.20235 1.99779 -0.05 0.09 -0.13
C -2.46831 0.96936 -2.07188 -0.09 -0.19 0.69
H 3.06726 -2.20860 1.11950 0.02 0.09 -0.02
H -2.23087 -1.81973 -2.47339 0.02 0.03 -0.27
H 6.61008 -0.38803 2.69992 0.01 -0.02 0.01
H -4.04696 3.14341 -4.85523 -0.36 -0.06 -0.17
H -1.04354 -0.27984 1.98987 0.01 0.00 0.06
C -2.54288 0.60915 -3.56527 -0.25 1.06 0.22
O -4.89661 4.42320 -1.77303 -0.54 -0.19 -1.28
H 1.49537 -4.43776 1.83210 0.06 0.04 -0.01
H -7.61114 3.17843 -1.89289 -0.26 -0.19 0.05
H 9.76329 -0.90308 8.66923 -0.01 0.02 -0.01
B -3.72279 4.33663 -2.53026 0.59 1.46 0.94
F -4.39219 5.50364 -6.51722 -1.22 1.61 -0.21
H 11.36809 -4.14239 6.35947 0.00 0.00 -0.03
C 0.38460 -2.92440 0.78764 -0.09 0.02 -0.11
F -3.94501 3.55779 -7.21737 -0.69 -1.18 -0.97
O -4.59450 2.17047 -1.21995 -0.17 -0.12 -1.22
C 9.41752 -0.89829 6.54924 -0.06 0.08 -0.11
O -2.74155 3.51879 -1.99564 -0.73 -0.53 -1.18
H -4.61066 5.52380 -4.08665 -0.11 0.32 0.01
F -2.37600 4.91235 -6.88564 1.35 0.97 -0.46
C 3.93636 -2.21776 1.76664 0.01 -0.07 -0.02
H 4.63880 -0.27768 1.16994 -0.02 -0.01 -0.01
```
Positions in Å, forces in eV/Å.

Results
**LUMO**: 0.50 eV
**Maximum force**: 2.50 eV/A
**E**: -1887.3232 hartree

Atom charges from the Löwdin analysis, given in e for atoms 1 to 5:
1. H 0.12
2. C -0.10
3. H 0.13
4. C -0.16
5. C -0.07

---

- Among the records above, which one has the lowest E?
  C6H2Cl4CrO4

---

- Look up the maximum force of the third one.
  3.38 eV/A

---

- Which of these has the highest E?
  C4H3N3O

---

- The lowest maximum force belongs to which entry?
  C25H33B3F3N3O5